DFT (ωB97M-V with the def2-TZVPD basis set) results for a single C4H3NO2S molecule in a non-equilibrium geometry.

```
! RIJCOSX wB97M-V def2-TZVPD def2/J DEFGRID3
* xyz 0 1
C -0.923 0.520 -0.030
C -0.417 0.971 -1.294
C -0.132 -0.855 0.099
C 1.262 -1.236 0.336
H 0.043 1.945 0.596
H -2.001 0.257 -0.304
H 1.451 -2.369 0.655
N -0.201 1.688 -2.184
O -0.770 1.275 1.117
O -0.878 -1.834 0.045
S 2.566 -0.363 0.965
*
```

Properties
Highest occupied orbital energy   -9.71 eV
SMILES   N#C[C@H](O)C(=O)C=S
Energy above the lowest of the compared OMol25 structures with the same formula, charge and spin   450.6 kJ/mol
Kohn-Sham gap   7.46 eV
Max |F|   0.1326 hartree/bohr

Per-atom Löwdin charges, elementary charge units: -0.389, -0.186, -0.397, -0.523, 0.248, 0.186, 0.105, 0.203, -0.024, 0.087, 0.692

***

DFT (ωB97M-V with the def2-TZVPD basis set) results for a molecular structure, C4H3NO3 in a non-equilibrium geometry.

```
! RIJCOSX wB97M-V def2-TZVPD def2/J DEFGRID3
* xyz 0 1
C -0.594 -0.690 -0.858
C 1.164 -0.056 -0.109
C 0.092 0.954 1.350
C -0.220 -0.267 0.378
H -2.333 -0.770 -0.743
H -0.477 1.815 1.443
H 0.357 0.652 2.426
N 1.680 -0.486 -1.272
O -1.760 -0.876 -1.673
O 0.436 -1.176 -1.617
O 1.655 0.900 0.677
*
```

Properties
Highest occupied orbital energy   -9.45 eV
Energy above the lowest of the compared OMol25 structures with the same formula, charge and spin   694.0 kJ/mol
Kohn-Sham gap   9.36 eV
Max |F|   0.1463 hartree/bohr

Per-atom Löwdin charges, elementary charge units: -0.335, -0.436, 0.113, 0.010, 0.199, 0.076, 0.136, 0.183, 0.049, -0.024, 0.030

***

DFT (ωB97M-V with the def2-TZVPD basis set) results for a single C4H3NO3 molecule in a non-equilibrium geometry.

```
! RIJCOSX wB97M-V def2-TZVPD def2/J DEFGRID3
* xyz 0 1
C -1.289 -0.727 -0.104
C 1.083 -0.867 -0.073
C 0.668 0.561 -0.459
C -0.716 0.828 -0.166
H 1.244 1.335 -1.055
H 0.373 0.159 1.475
H -1.237 1.413 -0.960
N 0.123 1.130 0.847
O -2.433 -1.076 0.274
O -0.159 -1.596 -0.035
O 2.342 -1.162 0.254
*
```

Properties
Highest occupied orbital energy   -11.06 eV
SMILES   O=C1OC(=O)[C@@H]2N[C@H]12
Energy above the lowest of the compared OMol25 structures with the same formula, charge and spin   449.0 kJ/mol
Kohn-Sham gap   10.62 eV
Max |F|   0.1711 hartree/bohr

Per-atom Löwdin charges, elementary charge units: -0.235, -0.243, -0.164, -0.253, 0.171, 0.215, 0.173, 0.113, 0.106, 0.074, 0.044

***

DFT (ωB97M-V with the def2-TZVPD basis set) results for a molecular structure, C4H3NO6S in a non-equilibrium geometry.

```
! RIJCOSX wB97M-V def2-TZVPD def2/J DEFGRID3
* xyz 0 1
C -0.296 -1.355 -0.326
C -0.651 -0.787 -1.467
C 0.727 -0.757 0.601
C -0.631 0.603 -1.925
N 0.409 -0.066 1.755
O -1.830 0.619 0.911
O 1.922 -0.874 0.274
O -0.798 1.077 -2.996
O -0.275 1.420 -0.814
O -0.160 2.415 1.402
O 1.593 0.324 2.341
S -0.549 1.181 0.850
H -0.394 -2.418 -0.174
H -1.301 -1.591 -1.997
H 2.235 0.209 1.565
*
```

Properties
Highest occupied orbital energy   -11.55 eV
Energy above the lowest of the compared OMol25 structures with the same formula, charge and spin   151.8 kJ/mol
Kohn-Sham gap   10.52 eV
Max |F|   0.0935 hartree/bohr

Per-atom Löwdin charges, elementary charge units: 0.009, 0.006, -0.468, -0.430, -0.088, -0.205, 0.105, 0.202, -0.113, -0.188, 0.017, 0.731, 0.136, 0.166, 0.119

***

DFT (ωB97M-V with the def2-TZVPD basis set) results for a single C4H3NOS molecule in a non-equilibrium geometry.

```
! RIJCOSX wB97M-V def2-TZVPD def2/J DEFGRID3
* xyz 0 1
C -1.882 -1.705 -0.014
C -1.079 -0.822 -0.040
C 0.013 0.028 0.007
C 2.541 0.587 0.094
N 1.327 -0.333 0.062
O 1.673 -1.562 0.056
S 3.982 -0.097 -0.072
H -2.774 -2.222 -0.190
H -0.255 1.135 -0.221
H 2.206 1.532 0.290
*
```

Properties
Highest occupied orbital energy (alpha / beta)   -8.73 / -8.70 eV
SMILES   C#C/C=[N+](\[O-])C=S
Energy above the lowest of the compared OMol25 structures with the same formula, charge and spin   468.8 kJ/mol
Kohn-Sham gap (alpha / beta)   7.10 / 7.06 eV
Max |F|   0.0832 hartree/bohr

Per-atom Löwdin charges, elementary charge units: 0.161, -0.131, -0.090, -0.543, -0.286, -0.132, 0.817, 0.029, 0.151, 0.023

***

DFT (ωB97M-V with the def2-TZVPD basis set) results for a single C4H3NOS molecule in a non-equilibrium geometry.

```
! RIJCOSX wB97M-V def2-TZVPD def2/J DEFGRID3
* xyz 0 1
C 0.833 -1.117 -0.050
C -0.492 -0.532 -0.039
C 2.843 0.424 -0.013
C 2.103 -0.607 -0.019
N 0.378 2.005 0.142
O 3.761 1.140 0.038
S -0.868 1.153 -0.049
H 0.892 -2.253 -0.144
H -1.329 -1.040 -0.182
H 0.354 3.076 0.059
*
```

Properties
Highest occupied orbital energy (alpha / beta)   -8.49 / -8.50 eV
Energy above the lowest of the compared OMol25 structures with the same formula, charge and spin   342.3 kJ/mol
Kohn-Sham gap (alpha / beta)   6.95 / 7.01 eV
Max |F|   0.1265 hartree/bohr

Per-atom Löwdin charges, elementary charge units: -0.167, -0.366, -0.281, -0.037, -0.382, 0.142, 0.942, 0.113, -0.020, 0.056

***

DFT (ωB97M-V with the def2-TZVPD basis set) results for a single C4H3NOS molecule in a non-equilibrium geometry.

```
! RIJCOSX wB97M-V def2-TZVPD def2/J DEFGRID3
* xyz 0 3
C 0.006 0.017 -0.066
C 1.195 -0.514 0.331
C -0.758 0.656 0.943
C 0.817 0.308 2.575
N -0.348 0.779 2.168
O 1.660 -0.436 1.546
S 1.453 0.401 4.051
H -0.338 -0.072 -1.079
H 1.848 -1.060 -0.340
H -1.741 1.051 0.722
*
```

Properties
Highest occupied orbital energy (alpha / beta)   -6.32 / -9.17 eV
Energy above the lowest of the compared OMol25 structures with the same formula, charge and spin   0.0 kJ/mol
Kohn-Sham gap (alpha / beta)   7.14 / 6.06 eV
Max |F|   0.1353 hartree/bohr

Per-atom Löwdin charges, elementary charge units: -0.060, -0.175, -0.185, -0.801, 0.039, -0.054, 0.914, 0.098, 0.124, 0.100

***

DFT (ωB97M-V with the def2-TZVPD basis set) results for a single C4H3NOS2 molecule in a non-equilibrium geometry.

```
! RIJCOSX wB97M-V def2-TZVPD def2/J DEFGRID3
* xyz 0 1
C -1.797 0.647 -0.062
C 0.545 0.809 0.039
C 1.828 0.090 0.002
C 2.890 -0.495 -0.070
H -1.731 -1.941 0.178
H -1.673 1.710 -0.145
H 3.753 -1.095 -0.023
N -0.595 -0.008 0.041
O 0.495 2.021 0.041
S -0.392 -1.735 0.009
S -3.323 -0.002 -0.011
*
```

Properties
Highest occupied orbital energy   -9.20 eV
SMILES   C#CC(=O)N(S)C=S
Energy above the lowest of the compared OMol25 structures with the same formula, charge and spin   253.1 kJ/mol
Kohn-Sham gap   8.34 eV
Max |F|   0.0479 hartree/bohr

Per-atom Löwdin charges, elementary charge units: -0.666, -0.502, -0.063, 0.165, -0.166, 0.064, 0.038, -0.447, 0.099, 0.834, 0.645